Entry from OMol25: an isolated molecule of C11H12N2S (the ωB97M-V functional and the def2-TZVPD basis).

Geometry (Å):
1 C 2.66 -1.18 -1.23
2 C 0.87 -1.57 -0.06
3 C -0.59 -1.91 0.07
4 C -1.52 -0.87 -0.63
5 C -1.46 0.46 0.05
6 C -0.41 1.32 -0.24
7 C -0.26 2.51 0.45
8 C -1.17 2.88 1.42
9 C -2.29 2.01 1.70
10 C -2.44 0.85 1.00
11 C 1.67 -1.34 1.03
12 H 4.34 -0.58 -2.25
13 H 2.96 -1.15 -3.20
14 H -0.99 -2.01 1.08
15 H -0.69 -2.87 -0.47
16 H -2.54 -1.29 -0.62
17 H -1.23 -0.82 -1.67
18 H 0.17 1.02 -1.13
19 H 0.61 3.15 0.25
20 H -1.09 3.81 1.92
21 H -3.05 2.41 2.36
22 H -3.18 0.11 1.32
23 H 1.43 -1.34 2.10
24 N 3.48 -1.12 -2.32
25 N 1.41 -1.52 -1.32
26 S 3.28 -0.95 0.39

Output
* F_max: 0.0469 hartree/bohr
* HOMO-LUMO gap: 0.3213 Eh
* SMILES string: Nc1nc(CCc2ccccc2)cs1
* DFT total energy: -934.06845 hartree
* highest occupied orbital energy: -8.11 eV
* LUMO energy: 0.6 eV
* energy relative to the best compared isomer or geometry (same formula, charge and spin): 0.00 kcal/mol

Entry from OMol25: a 3-piece molecular cluster, C3H9P overall (the ωB97M-V functional and the def2-TZVPD basis).

Geometry (Å):
1 C 1.58 -0.31 -0.87
2 C 0.80 0.74 -0.51
3 C -2.93 -1.31 -0.07
4 P -2.40 -0.75 -1.55
5 H 2.05 -0.51 -1.83
6 H 1.73 -1.11 -0.25
7 H 2.76 2.38 2.87
8 H 0.13 0.78 0.36
9 H 0.50 1.52 -1.26
10 H -2.16 -1.57 0.62
11 H -3.86 -1.63 0.30
12 H -1.05 -0.37 -1.40
13 H 2.84 2.12 3.58

Output
* F_max: 0.0548 hartree/bohr
* HOMO-LUMO gap: 0.3430 Eh
* SMILES string: [H][H].C=C.C=P
* DFT total energy: -460.89813 hartree
* highest occupied orbital energy: -9.19 eV
* LUMO energy: 0.1 eV
* energy relative to the best compared isomer or geometry (same formula, charge and spin): 60.63 kcal/mol

Entry from OMol25: a 2-piece molecular cluster, C4H8O2 overall (the ωB97M-V functional and the def2-TZVPD basis).

Geometry (Å):
1 C 2.55 -0.99 -0.04
2 C 1.38 -1.04 0.65
3 C 0.19 -0.43 0.05
4 C -0.84 -0.17 0.85
5 O -2.14 -0.06 0.39
6 H 3.53 -1.17 0.39
7 H 2.44 -0.89 -1.11
8 H 1.38 -1.05 1.74
9 H 0.19 -0.18 -1.02
10 H -0.75 -0.33 1.92
11 H -2.48 0.75 0.78
12 H -1.98 1.79 -2.31
13 H -1.49 1.58 -0.87
14 O -1.96 2.20 -1.43

Output
* F_max: 0.0632 hartree/bohr
* HOMO-LUMO gap: 0.3446 Eh
* SMILES string: C=C/C=C/O.O
* DFT total energy: -307.61705 hartree
* highest occupied orbital energy: -8.70 eV
* LUMO energy: 0.7 eV
* energy relative to the best compared isomer or geometry (same formula, charge and spin): 59.85 kcal/mol

Entry from OMol25: an isolated molecule of C6H10 (the ωB97M-V functional and the def2-TZVPD basis).

Geometry (Å):
1 C 0.83 0.45 1.53
2 C 0.80 -0.05 0.08
3 C -0.40 0.31 -0.53
4 C -1.71 -0.05 -0.04
5 C -2.79 -0.42 -0.87
6 C 2.15 -0.21 -0.60
7 H 1.96 0.59 1.87
8 H 0.15 1.31 1.89
9 H 0.38 -0.43 2.11
10 H -0.43 0.80 -1.65
11 H -1.89 -0.34 1.08
12 H -2.78 -0.40 -1.96
13 H -3.69 -0.67 -0.30
14 H 2.83 -1.00 -0.16
15 H 1.89 -0.61 -1.72
16 H 2.70 0.71 -0.74

Output
* F_max: 0.0780 hartree/bohr
* HOMO-LUMO gap: 0.3020 Eh
* SMILES string: C=CC=C(C)C
* DFT total energy: -234.48278 hartree
* highest occupied orbital energy: -7.77 eV
* LUMO energy: 0.4 eV
* energy relative to the best compared isomer or geometry (same formula, charge and spin): 75.13 kcal/mol